# 1
{"formula": "C19H43AuO2P3", "method": "wB97M-V/def2-TZVPD", "species": ["Au", "P", "P", "P", "H", "C", "C", "H", "C", "C", "C", "C", "C", "C", "C", "C", "C", "H", "H", "H", "H", "H", "H", "H", "H", "H", "H", "H", "H", "H", "H", "H", "H", "H", "H", "H", "H", "H", "H", "H", "H", "H", "H", "H", "H", "H", "C", "C", "C", "C", "C", "C", "O", "H", "H", "H", "H", "H", "H", "C", "C", "O", "H", "H", "H", "H", "H", "H"], "positions_angstrom": [[0.556577, 0.473653, -0.198724], [1.865815, 1.071946, 1.900652], [-1.009070, 2.181842, -0.133249], [2.360491, -0.660913, -1.113220], [-1.671054, -1.166818, 0.917147], [-0.671247, -1.625965, 0.877119], [0.076488, -1.787771, 2.004454], [-0.310469, -1.431957, 2.966843], [1.104356, 1.347787, 3.528609], [2.728435, 2.643367, 1.549986], [3.200798, -0.113969, 2.309531], [-2.606874, 1.689981, -0.860551], [-1.458782, 3.112038, 1.380479], [-0.256314, 3.430720, -1.247316], [2.938306, -2.208940, -0.401888], [3.716114, 0.471000, -1.479179], [1.872366, -1.245612, -2.747730], [-0.505275, -2.174602, -0.065862], [0.997938, -2.377126, 1.999789], [0.835422, 0.373935, 3.959713], [0.164901, 1.906573, 3.422133], [1.757536, 1.883265, 4.245413], [1.977238, 3.430534, 1.397224], [3.307715, 2.531047, 0.625404], [3.404921, 2.951842, 2.361575], [2.742351, -1.065378, 2.610376], [3.852690, 0.235739, 3.126188], [3.817038, -0.280276, 1.418250], [-2.932360, 2.497060, -1.523056], [-3.306367, 1.594197, -0.010716], [-2.589797, 0.756883, -1.440844], [-2.371595, 3.726576, 1.252154], [-0.635675, 3.780140, 1.688178], [-1.652295, 2.402891, 2.206304], [-0.981757, 4.211763, -1.501351], [0.068734, 2.920657, -2.165552], [0.619340, 3.893909, -0.766716], [3.433416, -2.740819, -1.225793], [2.101879, -2.816117, -0.040262], [3.639307, -2.060695, 0.419871], [4.371894, 0.073454, -2.259880], [4.292379, 0.672305, -0.576089], [3.292476, 1.416259, -1.829866], [2.715460, -1.661264, -3.308381], [1.434890, -0.395096, -3.275926], [1.086182, -1.994536, -2.616628], [-1.544682, -1.551669, -3.907119], [-2.807406, -1.112747, -4.342982], [-3.492417, -1.834973, -5.330010], [-2.908311, -2.959189, -5.923580], [-1.653244, -3.398470, -5.493109], [-0.973359, -2.708511, -4.481133], [-0.885630, -0.917393, -2.865279], [-0.989528, 0.065967, -2.794802], [-3.253592, -0.219678, -3.905162], [-4.479352, -1.495074, -5.659738], [-3.433032, -3.502696, -6.712402], [-1.186284, -4.268708, -5.965384], [0.003279, -3.079770, -4.160718], [-1.784916, -0.952879, 5.597556], [-2.518389, -0.242073, 4.474685], [-2.064803, 1.118052, 4.401882], [-0.754776, -1.211008, 5.308857], [-2.344244, -1.855820, 5.880007], [-1.728600, -0.312494, 6.484828], [-2.306474, -0.740647, 3.510044], [-3.598176, -0.285192, 4.710194], [-2.670604, 1.591434, 3.794767]], "forces_ev_per_angstrom": [[0.6, 0.2, 1.3], [1.4, 0.8, 1.3], [-0.3, 1.1, 0.0], [0.2, -0.6, -0.8], [0.5, -0.1, 0.2], [-0.3, -0.8, 0.8], [-1.0, -0.1, -1.2], [0.3, 0.0, -0.4], [-1.0, -0.2, 0.0], [-0.2, 0.0, -0.5], [-0.1, -0.3, -0.5], [-0.2, 0.1, 0.1], [-0.1, -0.2, 0.4], [-0.2, -0.2, 0.0], [0.4, -0.2, 0.1], [0.2, 0.1, 0.2], [-0.3, 0.1, -0.2], [0.4, 0.3, 0.5], [-0.3, 0.2, 0.0], [0.1, 0.3, -0.1], [0.3, -0.1, 0.2], [0.0, -0.2, -0.7], [0.2, -0.1, 0.0], [-0.1, 0.2, 0.2], [-0.3, -0.3, -0.1], [0.2, 0.2, -0.1], [-0.4, 0.2, -0.2], [0.0, 0.0, 0.4], [-0.2, 0.0, 0.2], [0.1, -0.1, -0.6], [0.1, 0.2, 0.4], [0.5, -0.3, -0.2], [-0.3, -0.3, -0.2], [0.1, 0.3, -0.4], [0.1, -0.1, 0.1], [0.0, 0.3, 0.2], [-0.3, -0.2, -0.2], [0.0, 0.0, 0.4], [0.1, 0.2, -0.1], [0.0, -0.2, -0.2], [0.0, 0.0, 0.2], [0.1, 0.0, -0.1], [0.0, -0.1, 0.0], [0.0, 0.1, 0.2], [0.2, -0.2, -0.2], [0.4, 0.1, 0.0], [0.5, 1.2, 1.6], [-1.5, -0.1, -1.3], [0.0, 1.9, 1.3], [-0.3, -0.5, -0.4], [1.7, 0.3, 1.2], [0.2, -1.7, -1.0], [-0.9, -0.5, -1.8], [-0.6, -1.1, -0.4], [0.1, -0.3, -0.1], [0.4, -0.1, 0.2], [0.1, 0.2, 0.2], [-0.2, 0.3, 0.3], [-0.4, 0.3, -0.1], [0.1, 0.0, 0.0], [-0.2, -0.2, 0.4], [-0.4, 0.3, -0.9], [-0.2, -0.1, 0.2], [0.4, 0.1, -0.1], [-0.1, -0.1, -0.2], [-0.4, 0.0, 0.2], [0.4, 0.1, -0.4], [0.3, -0.3, 0.8]], "mulliken_spin": [0.156, 0.348, 0.125, 0.109, -0.004, 0.019, 0.015, -0.005, 0.046, 0.033, 0.024, 0.017, -0.004, 0.006, 0.000, -0.002, 0.035, -0.006, 0.000, -0.003, -0.002, 0.019, -0.001, -0.002, 0.013, -0.003, 0.015, 0.000, 0.001, 0.004, -0.010, -0.001, 0.000, 0.002, 0.003, 0.000, -0.001, -0.001, -0.001, 0.001, 0.001, 0.000, -0.001, 0.001, 0.000, -0.007, 0.293, 0.053, 0.100, 0.251, 0.071, 0.094, 0.199, -0.008, 0.000, 0.006, -0.001, 0.006, -0.002, 0.000, 0.000, 0.000, 0.000, 0.000, 0.000, 0.000, 0.000, 0.000], "mol_weight_g_mol": 593.4, "lumo_ev": [-8.226, -12.505], "s2": 2.02, "charge": 3, "homo_lumo_gap_ha": [0.3247, 0.1674], "multiplicity": 3, "homo_ev": [-17.06, -17.06], "largest_force_ev_per_a": 2.33}

# 2
{"formula": "C5H8NO3", "method": "wB97M-V/def2-TZVPD", "species": ["C", "N", "C", "O", "C", "O", "O", "C", "C", "H", "H", "H", "H", "H", "H", "H", "H"], "positions_angstrom": [[0.854502, 1.873158, -0.275045], [0.229728, 0.709204, 0.011859], [0.945924, -0.522449, -0.159207], [2.091727, -0.562826, -0.796714], [0.289966, -1.861134, 0.437262], [1.036238, -2.634817, 0.978156], [-1.018518, -1.965508, 0.327361], [-1.665391, -0.798649, -0.063761], [-1.089400, 0.522415, 0.535082], [1.871291, 1.676399, -0.656524], [0.963925, 2.533996, 0.652490], [0.326271, 2.342989, -1.006383], [2.310131, -1.429478, -1.033627], [-2.619030, -0.927817, 0.267893], [-1.636905, -0.739249, -1.117986], [-1.882368, 1.298371, 0.226249], [-1.008092, 0.485395, 1.672895]], "forces_ev_per_angstrom": [[3.6, 2.9, 1.9], [2.7, -8.5, -0.4], [-2.9, 2.9, 0.1], [-2.1, 3.0, 1.6], [1.6, -0.1, 0.4], [-0.9, 0.9, -1.0], [1.6, -0.9, 0.8], [1.5, 2.1, 0.3], [-2.3, -0.6, 1.2], [-0.5, 0.2, 0.2], [-0.3, -0.7, -1.2], [-1.4, 1.9, -2.0], [0.9, -2.7, -0.4], [-2.8, -0.1, 0.7], [-0.1, 0.2, -1.3], [1.8, -0.7, 0.4], [-0.5, 0.1, -1.4]], "lowdin_charge": [-0.025, -0.088, -0.011, 0.235, -0.359, 0.212, 0.104, -0.117, -0.067, 0.124, 0.160, 0.086, 0.132, 0.117, 0.137, 0.184, 0.175], "mol_weight_g_mol": 130.1, "lumo_ev": -5.495, "charge": 1, "homo_lumo_gap_ha": 0.3685, "homo_ev": -15.52, "smiles": "C[N+]1=C(O)C(=O)OCC1", "largest_force_ev_per_a": 8.93, "de_lowest_ev": 0.4352}

# 3
{"formula": "C35H30ClF6N7O10S4Ta", "method": "wB97M-V/def2-TZVPD", "species": ["Ta", "N", "C", "C", "N", "C", "C", "N", "C", "C", "N", "H", "H", "H", "H", "H", "H", "O", "C", "O", "C", "C", "Cl", "N", "N", "C", "C", "O", "O", "C", "C", "C", "C", "C", "C", "H", "H", "H", "H", "H", "H", "O", "S", "C", "C", "C", "C", "S", "O", "C", "C", "C", "C", "C", "C", "C", "C", "C", "C", "C", "C", "H", "H", "H", "H", "H", "H", "H", "H", "H", "H", "H", "H", "H", "H", "H", "H", "H", "H", "F", "C", "F", "F", "S", "O", "O", "N", "S", "O", "O", "C", "F", "F", "F"], "positions_angstrom": [[-0.749145, 0.694419, 0.534353], [1.897770, 2.567341, 3.402751], [1.843923, 3.658052, 2.558590], [0.972910, 3.324753, 1.569353], [0.465725, 2.075780, 1.900593], [1.041976, 1.645076, 2.989218], [0.726404, 0.298093, 3.408044], [0.085512, -0.465808, 2.493869], [-0.035519, -1.720349, 2.993700], [0.563860, -1.718618, 4.248749], [1.126799, -0.444272, 4.447583], [2.450323, 2.515446, 4.226778], [2.355017, 4.596268, 2.596530], [0.850884, 3.867153, 0.669953], [-0.596469, -2.428000, 2.421850], [0.639750, -2.460510, 4.949797], [1.735736, -0.151940, 5.285922], [5.617362, 3.677599, -1.136220], [4.467755, 3.181695, -0.712499], [3.604992, 3.906710, -0.244602], [4.281286, 1.746579, -0.640119], [5.187680, 0.661002, -0.397124], [6.791219, 0.601512, -0.824464], [4.409132, -0.416658, -0.254751], [3.086495, -0.144901, -0.302713], [3.020580, 1.173696, -0.611476], [1.781914, 1.717021, -1.121546], [1.578066, 2.418458, -2.046180], [0.663005, 1.111715, -0.499602], [4.837389, -1.727759, 0.006476], [5.551916, -2.092367, 1.121504], [6.185142, -3.335850, 1.148174], [6.022354, -4.216396, 0.073654], [5.188738, -3.843383, -0.986040], [4.580406, -2.593835, -1.043323], [6.197508, 3.020648, -1.439428], [5.684923, -1.355469, 1.957709], [6.723442, -3.714410, 2.013741], [6.432611, -5.241820, 0.072850], [4.980590, -4.570902, -1.772147], [3.891800, -2.376431, -1.853083], [-2.076020, 0.831193, -0.965804], [-2.021283, 1.514529, -2.419060], [-2.314880, 0.164658, -3.558263], [-3.310779, -0.978401, -3.466156], [-3.343180, -1.752009, -2.195973], [-2.130044, -2.618238, -1.928587], [-1.291865, -2.520553, -0.298691], [-0.591597, -1.114646, -0.226205], [0.142683, -3.643056, -0.629723], [0.137087, -4.921947, -0.040019], [0.978306, -5.903996, -0.567445], [1.778291, -5.625431, -1.671547], [1.766997, -4.350549, -2.207890], [0.930073, -3.376800, -1.756190], [-3.307566, 2.597828, -2.434727], [-2.904448, 3.886492, -2.389763], [-3.877293, 4.921107, -2.426778], [-5.187251, 4.511754, -2.517271], [-5.582764, 3.191703, -2.609877], [-4.671504, 2.182055, -2.640698], [-1.245845, -0.169156, -3.701730], [-2.555547, 0.747609, -4.500837], [-3.022798, -1.669347, -4.294517], [-4.292490, -0.572134, -3.606934], [-4.243120, -2.378701, -2.207782], [-3.457301, -1.078910, -1.346765], [-1.314490, -2.489926, -2.675135], [-2.353889, -3.722376, -2.034771], [-0.575533, -5.047942, 0.767022], [1.120154, -6.969322, -0.238130], [2.459040, -6.327765, -2.053754], [2.264883, -4.200499, -3.247012], [0.985787, -2.331816, -2.178783], [-1.915373, 4.336344, -2.149187], [-3.699378, 5.967494, -2.194432], [-5.974527, 5.228685, -2.496622], [-6.591277, 2.931695, -2.666231], [-4.997434, 1.140325, -2.633051], [-3.623213, 4.366243, 3.522053], [-2.564511, 3.742000, 2.994035], [-1.991300, 2.816414, 3.821664], [-1.614631, 4.630301, 2.737922], [-3.108558, 2.988890, 1.468335], [-1.750762, 2.464434, 1.020682], [-3.541983, 4.035086, 0.597865], [-4.122574, 1.868875, 1.854578], [-3.834440, 0.345474, 1.954675], [-4.674849, -0.491249, 1.168988], [-2.372597, 0.050101, 1.788766], [-4.079966, -0.094964, 3.761461], [-5.283462, -0.670730, 3.854275], [-4.139865, 1.012160, 4.475297], [-3.152870, -0.892326, 4.182295]], "forces_ev_per_angstrom": [[-0.9, 0.3, 2.2], [0.4, 1.1, 0.7], [-0.5, -0.4, -0.8], [0.6, -1.0, 1.7], [-0.6, -0.5, -1.9], [-0.1, 0.1, -0.1], [0.6, -0.8, -1.2], [0.3, 2.1, -0.3], [0.6, 0.9, 1.6], [0.1, 1.6, -2.3], [-0.2, -0.6, 1.2], [0.4, 0.1, 0.6], [0.6, 0.0, 0.6], [-0.7, 0.2, -0.7], [0.0, -0.6, 0.3], [0.3, -1.6, 1.6], [-1.6, -0.7, -1.8], [-1.3, 1.6, 0.5], [-0.3, 1.7, 1.2], [0.5, -0.5, -0.7], [1.1, -1.6, 0.1], [-2.4, 2.0, -1.4], [1.2, -0.1, 0.4], [-1.4, 0.8, 1.5], [0.2, 0.8, -0.6], [0.9, -1.7, 0.8], [-0.8, -0.3, -0.5], [0.2, 0.4, 0.1], [0.8, 0.5, -0.7], [-0.1, -0.7, -1.2], [1.0, 0.8, 1.1], [-0.4, -0.8, -0.1], [-0.5, 0.0, -0.1], [-0.2, -0.4, -0.2], [0.5, -1.4, 0.3], [1.5, -1.6, -0.8], [-0.1, -0.8, -0.9], [0.0, 0.5, -0.1], [0.0, 0.8, 0.1], [0.2, 0.2, 0.1], [0.3, 0.4, 0.1], [0.0, 0.1, -0.1], [1.2, -0.9, 0.8], [1.2, 0.6, -1.7], [0.8, 0.0, -0.5], [-0.5, -0.4, 1.7], [1.3, -1.4, -1.0], [0.9, -1.2, -0.2], [-0.2, -0.9, 0.0], [-1.0, -0.3, -0.7], [-0.4, 0.9, -0.2], [0.8, -1.4, 0.0], [-0.7, 1.4, 1.2], [0.9, -0.2, -3.4], [-0.1, 2.2, 0.6], [-1.8, -1.7, -1.1], [0.1, 4.3, 0.8], [-0.4, -1.3, 0.5], [-0.1, 0.8, -0.1], [0.8, -0.6, -0.3], [1.3, 0.4, 1.1], [-1.1, 0.0, 0.1], [0.4, -0.5, 0.9], [-0.6, 0.6, 0.3], [-0.5, -0.1, -0.5], [0.3, 0.1, 0.1], [-0.3, 0.1, 0.0], [-0.4, 0.2, 0.5], [0.2, 1.0, 0.5], [0.2, -0.6, 0.1], [-0.8, 1.4, 0.4], [0.5, -1.0, -0.5], [-0.4, 0.0, 2.2], [-0.3, -1.3, 0.3], [-0.3, -1.4, -0.5], [0.5, -0.2, -0.4], [-0.4, 0.6, 0.0], [-1.6, -0.1, -0.1], [0.3, 0.3, -0.1], [0.9, -0.9, 0.1], [0.4, 1.1, 1.9], [-1.2, 0.6, -0.6], [-0.3, -0.1, -0.2], [0.9, 0.2, -2.0], [-1.1, -0.3, -0.1], [-0.4, -1.1, 1.0], [0.4, 0.8, -0.4], [0.0, -1.1, -0.2], [0.2, 0.5, 0.2], [0.1, 0.1, -0.4], [-2.6, 0.6, 0.2], [0.8, -0.1, -0.3], [0.6, 0.2, 0.0], [0.8, -0.5, 0.1]], "lowdin_charge": [1.921, 0.178, 0.012, -0.063, -0.034, -0.252, -0.220, -0.007, -0.069, 0.014, 0.161, 0.173, 0.146, 0.130, 0.095, 0.104, 0.231, 0.195, -0.466, 0.116, -0.062, -0.579, 0.901, -0.094, 0.200, -0.156, -0.405, 0.222, -0.234, -0.262, -0.020, -0.047, -0.045, -0.064, -0.014, 0.054, 0.140, 0.119, 0.128, 0.110, 0.108, -0.628, 1.150, -0.296, -0.208, -0.235, -0.278, 1.139, -0.651, -0.343, -0.055, -0.028, -0.041, -0.091, -0.114, -0.457, -0.090, -0.016, -0.024, -0.037, -0.009, 0.112, 0.142, 0.156, 0.105, 0.143, 0.086, 0.101, 0.143, 0.112, 0.147, 0.110, 0.164, 0.137, 0.147, 0.134, 0.123, 0.112, 0.119, 0.184, -0.644, 0.128, 0.176, 0.739, -0.462, -0.171, -0.237, 0.714, -0.200, -0.463, -0.672, 0.174, 0.176, 0.208], "mol_weight_g_mol": 1167.3, "lumo_ev": -8.646, "charge": 3, "homo_lumo_gap_ha": 0.2638, "homo_ev": -15.83, "largest_force_ev_per_a": 4.37, "de_lowest_ev": 1.2004}

# 4
{"formula": "C5H7NSi", "method": "wB97M-V/def2-TZVPD", "species": ["C", "C", "C", "C", "C", "N", "Si", "H", "H", "H", "H", "H", "H", "H"], "positions_angstrom": [[-0.180318, -2.801857, -0.323177], [-0.211629, -1.784271, 0.314998], [2.737180, 0.393148, -0.250522], [-0.670148, 1.078092, 1.764329], [-0.629145, 0.693448, -1.435339], [3.789983, 0.090221, -0.618943], [-0.148481, 0.128558, 0.318790], [-0.126332, -3.860202, -0.587499], [-1.750302, 1.054593, 1.717636], [-0.535730, 0.621389, 2.690227], [-0.496075, 2.173831, 1.901804], [-1.510210, 0.128968, -1.831994], [-0.502784, 1.770236, -1.653626], [0.233992, 0.313844, -2.006690]], "forces_ev_per_angstrom": [[0.1, -2.1, 0.3], [0.1, 3.3, 0.0], [-2.5, -0.3, 0.7], [-0.6, 1.7, -0.1], [1.1, -0.6, 0.2], [0.2, 0.1, -0.1], [1.7, -1.2, -2.2], [-0.1, 1.0, -0.2], [-0.8, -0.2, -0.5], [0.9, -1.0, 1.6], [0.5, -1.0, -0.6], [0.5, 1.0, 0.4], [-0.9, -0.4, 0.4], [-0.2, -0.3, 0.1]], "lowdin_charge": [0.036, -0.189, -0.349, -0.203, -0.210, -0.137, 0.758, 0.052, 0.041, 0.012, 0.075, 0.050, 0.043, 0.021], "mol_weight_g_mol": 109.2, "lumo_ev": -1.030, "homo_lumo_gap_ha": 0.3213, "homo_ev": -9.77, "largest_force_ev_per_a": 3.28, "de_lowest_ev": 0.0000}